{
  "formula": "C4H9N",
  "method": "ωB97M-V/def2-TZVPD",
  "elements": ["C", "C", "C", "C", "N", "H", "H", "H", "H", "H", "H", "H", "H", "H"],
  "xyz": [[0.359, -0.082, -0.430], [-0.927, -0.170, -1.237], [0.289, -1.250, 0.761], [0.489, 1.230, 0.263], [0.417, 1.291, 1.553], [1.226, -0.222, -1.084], [0.426, 2.267, 1.875], [0.688, 2.133, -0.337], [-0.964, -1.106, -1.806], [-1.013, 0.663, -1.944], [-1.807, -0.145, -0.586], [0.124, -2.185, 0.221], [1.241, -1.275, 1.296], [-0.548, -1.149, 1.455]],
  "mulliken_charge": [0.32, -1.27, -1.24, -0.22, -0.55, 0.27, 0.23, 0.38, 0.33, 0.36, 0.32, 0.42, 0.33, 0.32],
  "smiles": "[H]/N=C/C(C)C",
  "total_energy_ha": -212.533008,
  "e_above_lowest_ev": 0.4942,
  "homo_lumo_gap_ha": 0.4056
}